# 1
{
  "formula": "C4H2BeO6",
  "method": "ωB97M-V with the def2-TZVPD basis set",
  "species": ["O", "C", "O", "Be", "O", "H", "O", "O", "O", "C", "C", "C", "H"],
  "coordinates": [[1.857, 2.488, 0.965], [1.500, 1.443, 0.385], [2.325, 0.662, -0.128], [3.000, 1.695, 0.372], [0.270, 0.802, 0.734], [0.740, -1.130, 0.224], [-1.937, -1.778, -1.937], [-2.361, -0.510, -0.251], [-0.485, -0.226, -1.322], [-0.088, -0.411, 0.174], [-1.412, -0.906, 0.663], [-1.722, -0.686, -1.445], [-1.687, -1.442, 1.565]],
  "forces_ev_per_a": [[0.6, 0.8, -0.7], [-12.1, -4.8, 3.6], [0.5, -4.4, -4.0], [8.6, 5.2, 1.9], [2.3, 4.4, -0.6], [-0.2, 0.2, -0.3], [-0.7, 2.8, -2.1], [-1.1, 0.8, 2.3], [2.9, 1.9, 1.2], [-1.5, -1.8, -2.6], [-0.1, 1.1, -0.3], [1.0, -6.5, 1.8], [0.0, 0.3, -0.3]],
  "spin_multiplicity": 2,
  "total_charge": 1,
  "homo_lumo_gap_ev": [5.192, 7.222],
  "s_squared": 0.754,
  "e_homo_ev": [-12.2, -14.4]
}

# 2
{
  "formula": "C33H28Cl3GaN5O2PS2",
  "method": "ωB97M-V with the def2-TZVPD basis set",
  "species": ["Ga", "Cl", "C", "C", "C", "Cl", "C", "O", "C", "Cl", "C", "H", "H", "O", "N", "C", "C", "C", "C", "C", "C", "C", "P", "C", "C", "C", "C", "C", "C", "C", "C", "C", "C", "C", "C", "H", "H", "H", "H", "H", "H", "H", "H", "H", "H", "H", "H", "H", "H", "H", "H", "S", "C", "N", "C", "C", "C", "N", "H", "H", "H", "H", "C", "N", "C", "C", "N", "C", "S", "H", "H", "H", "H", "H", "H"],
  "coordinates": [[-0.959, 0.299, 0.007], [-2.893, 6.679, 2.605], [-2.647, 5.205, 1.739], [-1.791, 4.247, 2.247], [-1.615, 3.086, 1.522], [-0.550, 1.838, 2.137], [-2.250, 2.816, 0.305], [-2.056, 1.712, -0.409], [-3.123, 3.809, -0.151], [-4.008, 3.537, -1.617], [-3.318, 4.986, 0.547], [-1.283, 4.401, 3.192], [-4.002, 5.731, 0.161], [-3.639, -0.110, 0.923], [-2.456, -0.743, 1.274], [-2.560, -1.857, 1.871], [-1.442, -2.695, 2.334], [-1.843, -3.782, 3.107], [-0.924, -4.659, 3.656], [0.426, -4.456, 3.434], [0.839, -3.383, 2.656], [-0.075, -2.490, 2.093], [0.688, -1.177, 1.083], [1.777, -0.316, 2.258], [1.585, -0.473, 3.633], [2.329, 0.276, 4.533], [3.266, 1.190, 4.077], [3.451, 1.368, 2.713], [2.704, 0.632, 1.808], [1.645, -2.084, -0.175], [2.711, -1.473, -0.842], [3.407, -2.152, -1.830], [3.030, -3.439, -2.189], [1.953, -4.042, -1.554], [1.266, -3.374, -0.550], [-4.384, -0.678, 1.178], [-3.559, -2.236, 2.081], [-2.900, -3.939, 3.286], [-1.264, -5.495, 4.253], [1.160, -5.127, 3.861], [1.899, -3.240, 2.480], [0.855, -1.172, 4.014], [2.178, 0.137, 5.596], [3.850, 1.765, 4.784], [4.176, 2.086, 2.351], [2.845, 0.816, 0.757], [3.033, -0.478, -0.582], [4.256, -1.679, -2.309], [3.583, -3.974, -2.951], [1.651, -5.046, -1.827], [0.430, -3.867, -0.071], [-1.755, -1.423, -1.466], [-0.758, -1.874, -2.795], [0.233, -1.092, -3.275], [0.951, -1.420, -4.367], [0.666, -2.568, -5.033], [-0.358, -3.354, -4.489], [-1.042, -3.027, -3.404], [0.463, -0.235, -2.764], [1.728, -0.727, -4.658], [1.208, -2.861, -5.920], [-0.628, -4.297, -4.953], [-1.264, 2.363, -3.562], [-0.652, 3.304, -2.623], [-0.900, 4.669, -2.577], [-0.171, 5.174, -1.564], [0.507, 4.103, -1.012], [0.210, 2.968, -1.659], [0.890, 1.417, -1.311], [-2.053, 2.882, -4.096], [-1.698, 1.533, -3.013], [-0.516, 2.015, -4.274], [-1.579, 5.152, -3.259], [-0.078, 6.181, -1.195], [1.144, 4.139, -0.233]],
  "forces_ev_per_a": [[0.5, -0.6, -0.3], [0.0, 0.0, 0.0], [0.0, 0.1, 0.0], [0.1, 0.0, 0.1], [-0.1, -0.2, -0.1], [0.0, 0.3, 0.1], [0.0, -0.1, 0.1], [-0.1, 0.0, 0.2], [-0.1, 0.1, 0.0], [0.1, 0.0, 0.1], [-0.1, 0.1, -0.1], [0.0, 0.0, -0.1], [0.0, 0.0, 0.0], [0.2, -0.1, 0.1], [-0.6, 0.5, -0.3], [0.5, -0.1, 0.1], [-0.2, 0.2, -0.1], [-0.1, -0.1, 0.1], [0.0, -0.1, 0.0], [0.1, 0.0, 0.0], [-0.1, 0.0, -0.1], [0.2, -0.1, -0.1], [-0.2, 0.0, 0.2], [0.0, 0.2, -0.1], [0.0, 0.0, 0.0], [0.0, 0.0, 0.0], [0.0, 0.0, 0.0], [0.0, 0.0, 0.0], [0.0, -0.1, 0.1], [0.1, 0.1, -0.1], [0.0, -0.1, 0.1], [0.0, 0.0, 0.0], [0.0, 0.0, 0.0], [0.0, 0.0, 0.0], [-0.1, 0.0, -0.1], [0.0, 0.0, 0.0], [0.0, 0.0, 0.1], [0.0, 0.0, 0.0], [0.0, 0.0, 0.0], [0.0, 0.0, 0.0], [0.0, 0.0, 0.0], [0.0, 0.0, 0.0], [0.0, 0.0, 0.0], [0.0, 0.0, 0.0], [0.0, 0.0, 0.0], [0.0, 0.1, -0.1], [0.0, 0.0, 0.0], [0.0, 0.0, 0.0], [0.0, 0.0, 0.0], [0.0, 0.0, 0.0], [0.0, 0.0, 0.0], [0.0, 0.0, 0.0], [-0.1, 0.0, -0.1], [0.1, 0.0, 0.1], [0.1, 0.1, 0.0], [0.0, -0.1, -0.1], [-0.2, -0.1, 0.2], [0.1, 0.0, -0.2], [0.0, 0.2, 0.0], [0.0, 0.0, 0.0], [0.0, 0.0, 0.0], [0.0, 0.0, 0.0], [0.1, 0.2, 0.0], [-0.2, -0.1, -0.3], [0.0, -0.2, -0.1], [0.1, -0.1, 0.1], [0.1, 0.2, 0.1], [-0.1, 0.2, 0.0], [0.1, 0.0, 0.0], [0.0, 0.0, 0.0], [0.0, 0.0, 0.1], [0.0, 0.0, 0.0], [0.0, -0.1, 0.0], [0.0, -0.1, 0.0], [0.0, 0.0, 0.0]],
  "total_charge": 2,
  "homo_lumo_gap_ev": 7.379,
  "e_homo_ev": -13.0
}